Entry from the OMol25 dataset: 4 unconnected molecules or ions with the total composition C16H24N4O2 at a distorted geometry (ωB97M-V/def2-TZVPD).

XYZ file:
```
46
Properties=species:S:1:pos:R:3:lowdin_charge:R:1
C -3.941 0.075 -0.498 -0.06
N -4.921 -0.848 0.043 0.01
C -4.787 -1.306 1.309 -0.58
C -5.899 -2.252 1.736 -0.01
O -3.835 -1.088 2.013 0.04
H -4.437 1.013 -0.747 0.08
H -3.489 -0.231 -1.441 0.08
H -3.130 0.266 0.204 0.06
H -5.769 -1.152 -0.414 0.13
H -6.202 -1.910 2.726 0.08
H -5.541 -3.281 1.749 0.09
H -6.832 -2.149 1.181 0.07
C 3.088 2.922 -5.728 -0.03
N 3.376 1.417 -5.443 0.02
C 3.290 0.838 -4.230 -0.51
C 3.362 -0.733 -4.218 -0.01
O 3.161 1.549 -3.213 0.00
H 3.952 3.507 -5.414 0.08
H 2.108 3.350 -5.515 0.08
H 3.170 3.057 -6.806 0.06
H 3.579 0.829 -6.239 0.12
H 2.759 -1.298 -4.930 0.08
H 3.388 -1.130 -3.203 0.07
H 4.397 -0.989 -4.444 0.07
C 0.703 1.253 0.471 -0.04
C -0.263 0.468 1.128 -0.10
C -0.584 -0.741 0.607 -0.22
N -0.132 -1.227 -0.523 0.05
C 0.805 -0.508 -1.259 -0.10
C 1.161 0.790 -0.811 -0.05
H 0.931 2.282 0.706 0.10
H -0.958 0.889 1.839 0.10
H -1.377 -1.294 1.089 0.09
H 1.197 -0.943 -2.166 0.08
H 1.833 1.433 -1.359 0.06
C 1.480 -1.330 5.174 -0.07
C 0.256 -0.591 5.176 -0.05
C 0.279 0.666 4.575 -0.19
N 1.379 1.159 4.054 0.04
C 2.590 0.504 4.113 -0.12
C 2.652 -0.752 4.673 -0.09
H 1.532 -2.314 5.615 0.09
H -0.649 -1.100 5.474 0.09
H -0.601 1.288 4.501 0.10
H 3.426 1.039 3.688 0.10
H 3.490 -1.427 4.758 0.10
```

Values from the calculation:
**Net charge**: 0
**Energy above the lowest of the compared OMol25 structures with the same formula, charge and spin**: 218.27 kJ/mol
**HOMO-LUMO gap**: 9.5494 eV
**Electronic energy**: -27035.49268 eV
**Structure (SMILES)**: CNC(C)=O.CNC(C)=O.c1ccncc1.c1ccncc1